# 1
The molecule C22H22N2O3. Source: the Open Molecules 2025 dataset; level of theory: ωB97M-V with the def2-TZVPD basis set.

XYZ file:
```
49
Properties=species:S:1:pos:R:3
C -6.495 -1.292 -0.234
O -5.404 -1.880 -0.901
C -4.144 -1.528 -0.526
C -3.107 -2.117 -1.252
C -1.797 -1.818 -0.948
C -1.496 -0.939 0.080
C -2.517 -0.347 0.807
C -2.213 0.623 1.927
N -1.026 1.404 1.667
C -1.066 2.525 0.935
O -2.074 3.098 0.582
C 0.341 3.019 0.534
N 0.775 2.261 -0.612
C 0.416 2.554 -1.874
C 0.972 1.630 -2.735
C 1.710 0.745 -1.958
C 1.579 1.143 -0.626
C 2.108 0.476 0.538
O 1.687 0.660 1.681
C 3.222 -0.472 0.263
C 4.311 -0.010 -0.473
C 5.398 -0.829 -0.714
C 5.397 -2.125 -0.227
C 4.317 -2.588 0.503
C 3.223 -1.776 0.770
C 2.060 -2.310 1.550
C -3.840 -0.643 0.501
H -6.492 -0.203 -0.343
H -6.504 -1.552 0.830
H -7.385 -1.699 -0.711
H -3.360 -2.797 -2.050
H -0.998 -2.271 -1.517
H -0.466 -0.712 0.304
H -3.049 1.318 2.043
H -2.071 0.079 2.865
H -0.115 0.996 1.868
H 0.274 4.074 0.260
H 1.044 2.886 1.357
H -0.212 3.397 -2.086
H 0.853 1.607 -3.800
H 2.261 -0.108 -2.301
H 4.308 1.005 -0.841
H 6.239 -0.458 -1.279
H 6.239 -2.776 -0.414
H 4.323 -3.601 0.880
H 2.296 -3.284 1.970
H 1.800 -1.630 2.357
H 1.187 -2.416 0.905
H -4.621 -0.166 1.072
```

Output
Calculated total energy   -32294.2717 eV
Molecular weight   362.43 g/mol
LUMO level   0.03 eV
Charge   0
HOMO-LUMO gap   8.4 eV
ΔE to the lowest compared entry with this formula, charge and spin   172.58 kJ/mol

# 2
A structure of composition C31H49NO3P2PdS in a non-equilibrium geometry. Source: the Open Molecules 2025 dataset; level of theory: ωB97M-V with the def2-TZVPD basis set.

XYZ file:
```
88
Properties=species:S:1:pos:R:3
Pd 0.001 0.277 -0.165
C -1.771 1.536 0.124
C -2.322 0.647 -0.886
C -2.168 -0.503 1.121
C -1.837 0.847 1.397
C -2.537 -0.607 -0.262
C -1.699 3.007 -0.019
H -1.331 3.269 -1.016
H -1.055 3.448 0.747
H -2.701 3.450 0.102
C -1.740 1.477 2.726
H -1.522 2.542 2.667
H -0.960 0.977 3.302
H -2.682 1.362 3.273
C -2.254 -1.617 2.082
H -3.297 -1.804 2.369
H -1.671 -1.401 2.981
H -1.848 -2.535 1.634
C -3.134 -1.802 -0.891
H -4.234 -1.801 -0.807
H -2.781 -2.720 -0.405
H -2.865 -1.814 -1.958
C -2.873 1.103 -2.179
H -3.868 1.576 -2.079
H -3.007 0.250 -2.850
H -2.199 1.837 -2.635
C 1.582 0.439 -3.320
C 0.554 1.303 -3.481
C -0.049 1.551 -4.839
C -0.919 0.431 -5.473
C -1.032 -0.844 -4.674
C 0.006 -1.682 -4.551
C 1.333 -1.380 -5.201
C 2.178 -0.271 -4.508
H 0.752 1.785 -5.565
H -0.541 0.237 -6.498
H -0.698 2.440 -4.756
H 2.425 0.466 -5.294
H 2.097 0.308 -2.360
H 0.187 1.943 -2.666
H 3.121 -0.747 -4.187
H 1.940 -2.304 -5.185
H -0.064 -2.654 -4.056
H 1.208 -1.106 -6.269
H -1.940 0.838 -5.592
H -2.030 -1.055 -4.277
P 1.717 1.764 0.554
C 1.413 2.595 2.170
H 2.281 3.212 2.443
H 1.267 1.827 2.940
H 0.528 3.238 2.106
C 3.442 1.196 0.789
H 4.059 2.002 1.224
H 3.861 0.909 -0.185
H 3.417 0.338 1.491
C 1.944 3.260 -0.489
H 2.387 2.957 -1.447
H 2.612 3.974 0.021
H 0.960 3.727 -0.648
P 0.987 -2.305 -0.155
C -0.171 -3.604 -0.779
H 0.362 -4.483 -1.184
H -0.817 -3.159 -1.550
H -0.784 -3.941 0.074
C 2.586 -2.590 -1.026
H 2.429 -2.669 -2.112
H 3.075 -3.509 -0.660
H 3.223 -1.720 -0.794
C 1.421 -3.221 1.404
H 1.674 -4.273 1.199
H 0.548 -3.178 2.074
H 2.277 -2.711 1.882
O 4.427 -0.005 4.596
S 3.548 -1.114 4.308
O 4.060 -2.465 4.349
N 2.641 -0.841 2.972
C 1.332 -0.705 3.240
O 0.474 -0.573 2.330
C 1.003 -0.793 4.673
C -0.228 -0.701 5.303
C -0.229 -0.826 6.686
C 0.951 -1.056 7.432
C 2.179 -1.168 6.776
C 2.161 -1.024 5.399
H -1.106 -0.538 4.666
H -1.189 -0.741 7.198
H 0.909 -1.147 8.524
H 3.131 -1.355 7.278
```

Output
Multiplicity   5
Calculated total energy   -73447.2756 eV
<S²>   6.02
Molecular weight   684.17 g/mol
LUMO level (alpha / beta)   -4.87 / -10.28 eV
Charge   +2
HOMO-LUMO gap (alpha / beta)   9.0 / 3.7 eV
ΔE to the lowest compared entry with this formula, charge and spin   0.00 kJ/mol

The highest calculated total energy belongs to which entry? C22H22N2O3

Repeat the second record exactly.
A structure of composition C31H49NO3P2PdS in a non-equilibrium geometry. Source: the Open Molecules 2025 dataset; level of theory: ωB97M-V with the def2-TZVPD basis set.

XYZ file:
```
88
Properties=species:S:1:pos:R:3
Pd 0.001 0.277 -0.165
C -1.771 1.536 0.124
C -2.322 0.647 -0.886
C -2.168 -0.503 1.121
C -1.837 0.847 1.397
C -2.537 -0.607 -0.262
C -1.699 3.007 -0.019
H -1.331 3.269 -1.016
H -1.055 3.448 0.747
H -2.701 3.450 0.102
C -1.740 1.477 2.726
H -1.522 2.542 2.667
H -0.960 0.977 3.302
H -2.682 1.362 3.273
C -2.254 -1.617 2.082
H -3.297 -1.804 2.369
H -1.671 -1.401 2.981
H -1.848 -2.535 1.634
C -3.134 -1.802 -0.891
H -4.234 -1.801 -0.807
H -2.781 -2.720 -0.405
H -2.865 -1.814 -1.958
C -2.873 1.103 -2.179
H -3.868 1.576 -2.079
H -3.007 0.250 -2.850
H -2.199 1.837 -2.635
C 1.582 0.439 -3.320
C 0.554 1.303 -3.481
C -0.049 1.551 -4.839
C -0.919 0.431 -5.473
C -1.032 -0.844 -4.674
C 0.006 -1.682 -4.551
C 1.333 -1.380 -5.201
C 2.178 -0.271 -4.508
H 0.752 1.785 -5.565
H -0.541 0.237 -6.498
H -0.698 2.440 -4.756
H 2.425 0.466 -5.294
H 2.097 0.308 -2.360
H 0.187 1.943 -2.666
H 3.121 -0.747 -4.187
H 1.940 -2.304 -5.185
H -0.064 -2.654 -4.056
H 1.208 -1.106 -6.269
H -1.940 0.838 -5.592
H -2.030 -1.055 -4.277
P 1.717 1.764 0.554
C 1.413 2.595 2.170
H 2.281 3.212 2.443
H 1.267 1.827 2.940
H 0.528 3.238 2.106
C 3.442 1.196 0.789
H 4.059 2.002 1.224
H 3.861 0.909 -0.185
H 3.417 0.338 1.491
C 1.944 3.260 -0.489
H 2.387 2.957 -1.447
H 2.612 3.974 0.021
H 0.960 3.727 -0.648
P 0.987 -2.305 -0.155
C -0.171 -3.604 -0.779
H 0.362 -4.483 -1.184
H -0.817 -3.159 -1.550
H -0.784 -3.941 0.074
C 2.586 -2.590 -1.026
H 2.429 -2.669 -2.112
H 3.075 -3.509 -0.660
H 3.223 -1.720 -0.794
C 1.421 -3.221 1.404
H 1.674 -4.273 1.199
H 0.548 -3.178 2.074
H 2.277 -2.711 1.882
O 4.427 -0.005 4.596
S 3.548 -1.114 4.308
O 4.060 -2.465 4.349
N 2.641 -0.841 2.972
C 1.332 -0.705 3.240
O 0.474 -0.573 2.330
C 1.003 -0.793 4.673
C -0.228 -0.701 5.303
C -0.229 -0.826 6.686
C 0.951 -1.056 7.432
C 2.179 -1.168 6.776
C 2.161 -1.024 5.399
H -1.106 -0.538 4.666
H -1.189 -0.741 7.198
H 0.909 -1.147 8.524
H 3.131 -1.355 7.278
```

Output
Multiplicity   5
Calculated total energy   -73447.2756 eV
<S²>   6.02
Molecular weight   684.17 g/mol
LUMO level (alpha / beta)   -4.87 / -10.28 eV
Charge   +2
HOMO-LUMO gap (alpha / beta)   9.0 / 3.7 eV
ΔE to the lowest compared entry with this formula, charge and spin   0.00 kJ/mol

The lowest charge belongs to which entry? C22H22N2O3